Model P:
Computed, not measured: 2 unconnected molecules or ions with the total composition C3H8NO2S, with ωB97M-V/def2-TZVPD.

Lowest unoccupied orbital energy, eV: 3.92

The geometry in ORCA input format:
```
! wB97M-V def2-TZVPD RIJCOSX def2/J DEFGRID3
* xyz -1 1
C -0.224 -1.740 1.511
C 1.279 -1.750 1.242
S 1.867 -0.291 0.306
H -0.782 -1.668 0.574
H -0.491 -0.862 2.100
H -0.559 -2.625 2.061
H 1.542 -2.655 0.688
H 1.823 -1.792 2.186
N -0.722 0.258 -1.681
C -1.259 1.236 -0.884
O -0.607 1.452 0.243
O -2.270 1.849 -1.191
H -1.035 0.240 -2.632
H 0.163 -0.166 -1.424
H 0.219 0.852 0.306
*
```

Atomic partial charges in e from the natural (NBO) method, atoms 1 to 2: C -0.621; C -0.502


Model Q:
Computed, not measured: 2 unconnected molecules or ions with the total composition C3H8NO2S, with ωB97M-V/def2-TZVPD.

Lowest unoccupied orbital energy, eV: 3.39

The geometry in ORCA input format:
```
! wB97M-V def2-TZVPD RIJCOSX def2/J DEFGRID3
* xyz -1 1
C -1.122 -1.359 -0.787
C -1.365 -0.865 0.620
S -1.745 0.932 0.597
H -0.428 -0.602 -1.225
H -2.061 -1.406 -1.297
H -0.676 -2.378 -0.835
H -2.172 -1.519 1.072
H -0.429 -0.860 1.224
H -2.756 0.873 1.445
N 2.839 1.471 -0.086
C 1.641 0.733 -0.209
O 1.274 0.113 0.812
O 1.049 0.876 -1.311
H 2.978 2.107 -0.856
H 2.974 1.884 0.837
*
```

Atomic partial charges in e from the natural (NBO) method, atoms 1 to 2: C -0.655; C -0.520


model P is favored, and the nearest alternative lies 96.5 kJ/mol above it.


Model P:
Computed, not measured: 21 unconnected molecules or ions with the total composition H42O21, with ωB97M-V/def2-TZVPD.

Lowest unoccupied orbital energy, eV: 0.01

The geometry in ORCA input format:
```
! wB97M-V def2-TZVPD RIJCOSX def2/J DEFGRID3
* xyz 0 1
O -2.981 -1.160 -1.089
H -2.896 -0.336 -1.588
H -3.130 -1.055 -0.140
O -0.828 -2.125 0.271
H -1.415 -1.961 1.045
H -1.504 -2.299 -0.415
O 2.252 -3.498 0.488
H 2.326 -2.811 -0.200
H 1.321 -3.701 0.521
O 3.654 0.770 2.321
H 3.705 -0.232 2.321
H 3.737 1.091 1.422
O -2.084 -1.401 2.550
H -1.625 -1.941 3.197
H -2.112 -0.478 2.867
O 0.536 -1.380 4.143
H 0.417 -0.866 4.926
H 0.636 -0.721 3.417
O 3.238 -1.991 2.516
H 3.123 -2.643 1.805
H 2.490 -2.058 3.109
O 3.845 0.304 -2.123
H 3.363 -0.527 -1.831
H 4.712 -0.067 -2.359
O -3.271 1.084 -2.946
H -2.497 1.464 -3.433
H -4.049 1.318 -3.463
O -1.301 1.434 -4.646
H -0.902 0.563 -4.648
H -0.654 2.118 -4.351
O 0.623 3.113 -3.390
H 0.408 2.836 -2.476
H 1.540 2.814 -3.385
O -2.565 3.145 2.185
H -3.449 2.811 2.277
H -2.198 2.726 1.387
O 0.285 -2.134 -2.942
H -0.558 -2.094 -2.459
H 0.431 -3.064 -3.180
O 4.264 1.868 0.166
H 5.203 2.093 0.116
H 3.988 1.368 -0.642
O -3.733 0.496 0.903
H -3.493 1.045 0.127
H -4.662 0.296 0.880
O -0.175 0.497 -0.147
H -0.032 0.692 0.802
H -0.563 -0.427 -0.132
O -2.100 -3.331 -2.406
H -2.505 -2.571 -1.938
H -2.798 -3.889 -2.768
O -2.226 2.069 -0.627
H -1.422 1.479 -0.632
H -2.585 2.047 -1.527
O 0.915 0.860 2.398
H 0.258 1.464 2.831
H 1.840 0.938 2.727
O -0.339 2.826 3.634
H 0.262 3.573 3.561
H -1.251 3.102 3.422
O 2.126 -1.315 -1.212
H 1.379 -1.584 -1.847
H 1.816 -0.673 -0.540
*
```

Atomic partial charges in e from the natural (NBO) method, atoms 1 to 2: O -1.022; H 0.521


Model Q:
Computed, not measured: 21 unconnected molecules or ions with the total composition H42O21, with ωB97M-V/def2-TZVPD.

Lowest unoccupied orbital energy, eV: -0.08

The geometry in ORCA input format:
```
! wB97M-V def2-TZVPD RIJCOSX def2/J DEFGRID3
* xyz 0 1
O 3.430 0.792 1.544
H 4.249 0.370 1.881
H 3.177 1.381 2.312
O -1.327 0.029 -1.880
H -1.888 -0.787 -1.939
H -2.082 0.421 -2.355
O 0.338 -2.939 0.907
H 0.473 -2.134 1.451
H 0.982 -2.946 0.218
O 1.979 3.568 2.268
H 2.176 2.761 1.736
H 1.321 4.063 1.806
O -1.802 -1.225 0.333
H -2.672 -0.906 0.619
H -1.979 -2.184 0.543
O -3.080 -2.160 -2.362
H -3.021 -3.062 -2.099
H -3.705 -2.075 -3.147
O 4.294 -0.311 -1.129
H 4.224 -1.296 -1.161
H 3.712 -0.190 -1.980
O 1.580 -0.893 4.425
H 1.253 0.062 4.455
H 1.053 -1.261 5.163
O 0.848 -1.227 -1.212
H 1.268 -0.753 -1.930
H 0.074 -1.490 -1.665
O 0.229 -0.374 1.246
H 1.116 -0.142 0.970
H 0.059 -0.583 0.296
O -2.152 3.619 1.413
H -3.107 3.608 1.241
H -2.074 3.243 2.348
O -4.420 -2.329 1.495
H -3.792 -2.912 1.066
H -4.362 -2.142 2.460
O 2.038 -3.106 -3.288
H 2.009 -2.664 -2.476
H 2.945 -2.717 -3.452
O -2.496 3.591 -1.482
H -3.243 3.939 -2.008
H -2.211 4.268 -0.848
O -3.445 0.544 0.420
H -4.294 0.883 0.287
H -2.790 0.983 -0.171
O 1.152 2.924 -3.266
H 0.967 3.685 -3.789
H 0.432 2.489 -2.780
O -1.948 -1.259 3.297
H -1.685 -1.174 2.396
H -1.111 -0.988 3.627
O 0.248 1.514 5.020
H -0.622 1.850 5.137
H 0.367 1.320 4.059
O 3.207 1.957 -0.776
H 3.765 2.552 -1.243
H 3.516 1.119 -0.225
O -0.569 -3.762 -2.959
H 0.238 -4.211 -2.954
H -0.594 -2.795 -2.938
O 2.427 0.087 -2.936
H 2.434 0.922 -2.278
H 2.884 0.451 -3.713
*
```

Atomic partial charges in e from the natural (NBO) method, atoms 1 to 2: O -0.952; H 0.494


model P is favored, and the nearest alternative lies 615.2 kJ/mol above it.